A 2-piece molecular cluster, C8H19N6O overall at a distorted geometry, computed with the ωB97M-V functional and the def2-TZVPD basis.

Highest occupied orbital energy: -0.456 Ha
Charge: +1
Relative energy (zero: lowest compared OMol25 entry of this formula, charge and spin): 169.4 kJ/mol
HOMO-LUMO gap: 9.23 eV

Structure (XYZ):
```
34
C8H19N6O (the ωB97M-V functional and the def2-TZVPD basis)
C -2.94 1.42 0.30
C 1.48 -0.25 -1.37
C 0.48 -0.22 -2.52
C -1.26 0.80 -1.18
C 0.28 1.12 0.14
C 4.12 -0.58 0.53
C -4.19 -1.88 1.41
C 3.12 0.33 1.31
N -3.39 2.24 0.98
N 1.44 0.84 -0.38
N 0.11 2.12 0.96
N -2.34 0.55 -0.43
N 2.60 1.27 0.25
N -3.19 -1.72 0.27
O -0.81 -0.21 -1.90
H 1.34 -1.16 -0.92
H 2.60 -0.27 -1.80
H 0.44 0.71 -3.17
H 0.72 -1.06 -3.16
H -1.20 1.72 -1.75
H 4.78 -0.14 -0.18
H 4.78 -1.09 1.33
H 3.69 -1.47 0.22
H -3.85 -1.19 2.13
H -5.11 -1.57 0.91
H -4.29 -2.83 1.89
H 2.25 -0.25 1.89
H 3.74 1.06 2.06
H -0.68 2.12 1.53
H 0.80 2.81 1.23
H -2.65 -0.42 0.08
H 3.33 1.57 -0.46
H -3.68 -1.88 -0.61
H -2.55 -2.48 0.42
```

Atom charges from the Löwdin analysis, given in e for atoms 1 to 6: atom 1 (C): -0.3562, atom 2 (C): -0.0943, atom 3 (C): -0.1061, atom 4 (C): -0.1987, atom 5 (C): -0.1333, atom 6 (C): -0.1205

***

A single C4H7NO2 molecule at a distorted geometry, computed with the ωB97M-V functional and the def2-TZVPD basis.

Highest occupied orbital energy (alpha / beta): -0.336 / -0.327 Ha
Charge: 0
Relative energy (zero: lowest compared OMol25 entry of this formula, charge and spin): 597.7 kJ/mol
HOMO-LUMO gap (alpha / beta): 7.64 / 8.15 eV

Structure (XYZ):
```
14
C4H7NO2 (the ωB97M-V functional and the def2-TZVPD basis)
C 1.37 0.10 0.81
C 0.01 -0.53 0.61
N -0.51 -1.44 1.45
O -1.08 0.24 0.66
C -1.47 0.72 -1.28
C -0.28 0.08 -1.61
O 0.07 -1.01 -1.01
H 1.44 0.55 1.80
H 2.15 -0.66 0.70
H 1.54 0.89 0.07
H 0.05 -1.47 2.31
H -2.36 0.15 -1.05
H -1.61 1.75 -1.60
H 0.47 0.58 -2.23
```

Atom charges from the Löwdin analysis, given in e for atoms 1 to 6: atom 1 (C): 0.0021, atom 2 (C): -0.7064, atom 3 (N): 0.2422, atom 4 (O): -0.0108, atom 5 (C): 0.0788, atom 6 (C): -0.2444

***

A 5-piece molecular cluster, C33H47BClN8O5 overall at a distorted geometry, computed with the ωB97M-V functional and the def2-TZVPD basis.

Highest occupied orbital energy: -0.408 Ha
Charge: +1
HOMO-LUMO gap: 7.68 eV

Structure (XYZ):
```
95
C33H47BClN8O5 (the ωB97M-V functional and the def2-TZVPD basis)
C -2.85 2.99 3.70
C -1.38 2.35 3.38
C -0.74 3.30 2.23
C 0.86 3.19 2.10
N 1.33 2.18 1.10
N 0.92 0.89 1.40
C -0.06 0.20 0.55
C -0.85 0.66 -0.77
N -0.45 1.97 -1.33
C -0.18 -1.20 1.24
C -1.08 -2.47 0.81
B -2.38 -2.50 1.83
O -3.40 -1.47 1.72
O -2.51 -3.54 2.85
N 0.67 -1.27 2.42
Cl 0.87 -2.62 3.46
C 1.31 0.03 2.48
C 2.32 0.33 3.68
O 3.71 0.04 3.39
C 4.41 0.15 4.68
O 5.59 0.97 4.60
C 5.33 2.34 5.01
C 4.65 3.09 3.73
O 5.38 4.32 3.47
H -3.56 2.20 4.13
H -3.30 3.42 2.72
H -2.78 3.89 4.42
H -0.79 2.34 4.36
H -1.53 1.31 2.93
H -1.32 3.14 1.26
H -0.96 4.39 2.56
H 1.22 4.22 1.71
H 1.33 3.08 3.14
H 2.36 2.20 0.98
H -1.97 0.66 -0.49
H -0.73 -0.12 -1.62
H -0.50 2.74 -0.66
H 0.50 1.95 -1.74
H -0.51 -3.46 0.85
H -1.47 -2.24 -0.24
H -3.68 -1.23 2.63
H -1.81 -4.23 2.70
H 1.99 -0.36 4.56
H 2.23 1.41 4.04
H 3.71 0.56 5.50
H 4.72 -0.91 5.04
H 4.63 2.44 5.92
H 6.30 2.90 5.28
H 3.53 3.29 3.87
H 4.77 2.42 2.79
H 5.06 4.62 2.59
N -4.84 1.29 6.15
C -6.13 1.38 5.79
C -7.18 1.26 6.68
C -6.89 1.04 8.02
C -5.57 0.95 8.42
C -4.58 1.08 7.45
H -6.31 1.55 4.73
H -8.21 1.34 6.34
H -7.69 0.94 8.75
H -5.30 0.77 9.45
H -3.53 1.01 7.71
N 0.58 -1.53 -3.76
C 1.03 -2.79 -3.63
C 0.87 -3.77 -4.59
C 0.20 -3.44 -5.76
C -0.28 -2.15 -5.92
C -0.07 -1.24 -4.90
H 1.55 -3.00 -2.69
H 1.26 -4.77 -4.43
H 0.06 -4.18 -6.54
H -0.81 -1.86 -6.82
H -0.42 -0.22 -4.98
N 3.12 1.49 -4.30
C 4.31 2.08 -4.47
C 5.52 1.50 -4.14
C 5.51 0.23 -3.58
C 4.29 -0.41 -3.39
C 3.13 0.25 -3.77
H 4.27 3.08 -4.91
H 6.45 2.03 -4.30
H 6.43 -0.26 -3.30
H 4.24 -1.41 -2.97
H 2.16 -0.21 -3.64
N -3.12 -4.18 -8.54
C -2.83 -5.35 -9.15
C -2.19 -5.44 -10.37
C -1.83 -4.27 -11.02
C -2.12 -3.05 -10.41
C -2.76 -3.06 -9.19
H -3.14 -6.24 -8.61
H -1.98 -6.41 -10.81
H -1.33 -4.30 -11.98
H -1.85 -2.11 -10.89
H -3.00 -2.14 -8.67
```

Atom charges from the Löwdin analysis, given in e for atoms 1 to 6: atom 1 (C): -0.1262, atom 2 (C): -0.2401, atom 3 (C): -0.1902, atom 4 (C): -0.1797, atom 5 (N): 0.0015, atom 6 (N): -0.0303

***

A 2-piece molecular cluster, C3NO3 overall at a distorted geometry, computed with the ωB97M-V functional and the def2-TZVPD basis.

Highest occupied orbital energy (alpha / beta): -0.139 / -0.138 Ha
Charge: -1
Relative energy (zero: lowest compared OMol25 entry of this formula, charge and spin): 271.6 kJ/mol
HOMO-LUMO gap (alpha / beta): 5.85 / 5.76 eV

Structure (XYZ):
```
7
C3NO3 (the ωB97M-V functional and the def2-TZVPD basis)
C 0.55 -1.30 -0.04
C 0.49 -0.88 1.18
C -0.68 1.45 -0.80
N 0.26 1.96 -0.36
O 0.13 -1.96 -0.98
O 0.96 -0.27 2.08
O -1.72 0.99 -1.08
```

Atom charges from the Löwdin analysis, given in e for atoms 1 to 6: atom 1 (C): -0.1442, atom 2 (C): -0.1880, atom 3 (C): -0.8063, atom 4 (N): 0.0045, atom 5 (O): 0.0774, atom 6 (O): 0.1121

***

An isolated ion of composition C4H8N3S and charge +1 at a distorted geometry, computed with the ωB97M-V functional and the def2-TZVPD basis.

Structure (SMILES): [NH2+]=C1CC=N[C@H](S)N1
Highest occupied orbital energy: -0.497 Ha
Charge: +1
Relative energy (zero: lowest compared OMol25 entry of this formula, charge and spin): 176.2 kJ/mol
HOMO-LUMO gap: 9.79 eV

Structure (XYZ):
```
16
C4H8N3S (the ωB97M-V functional and the def2-TZVPD basis)
N -1.77 -0.89 -0.45
C -0.83 -0.05 -0.08
C -0.85 1.42 -0.20
C 0.47 2.11 0.01
N 1.52 1.46 0.28
C 1.62 0.07 0.59
S 2.88 -1.00 -0.34
N 0.30 -0.62 0.40
H -2.66 -0.61 -0.85
H -1.56 -1.86 -0.33
H -1.54 1.88 0.40
H -1.33 1.69 -1.10
H 0.55 3.17 -0.22
H 1.86 -0.10 1.82
H 4.04 -0.98 0.41
H 0.62 -1.54 0.30
```

Atom charges from the Löwdin analysis, given in e for atoms 1 to 6: atom 1 (N): 0.2377, atom 2 (C): -0.2500, atom 3 (C): -0.0438, atom 4 (C): -0.0724, atom 5 (N): 0.0469, atom 6 (C): -0.6018

***

C16H17AsCdN10O7S4 as an isolated structure, computed with the ωB97M-V functional and the def2-TZVPD basis.

Highest occupied orbital energy: -0.088 Ha
Charge: -2
Relative energy (zero: lowest compared OMol25 entry of this formula, charge and spin): 21.9 kJ/mol
HOMO-LUMO gap: 6.63 eV

Structure (XYZ):
```
56
C16H17AsCdN10O7S4 (the ωB97M-V functional and the def2-TZVPD basis)
Cd -0.53 -0.25 0.26
N -2.73 -1.30 0.95
N -3.53 -2.44 0.85
C -3.30 -3.50 0.05
N -4.30 -4.45 0.16
S -2.01 -3.72 -0.96
H -2.42 -1.22 1.92
H -3.29 -0.49 0.69
H -4.31 -2.51 1.49
H -5.23 -4.12 0.34
H -4.24 -5.14 -0.58
O -1.21 4.28 1.42
As -1.05 2.59 2.02
O -1.84 2.60 3.45
O -1.67 1.65 0.76
C 0.90 2.55 1.92
C 1.51 3.55 1.16
C 2.88 3.57 0.99
C 3.67 2.62 1.60
C 3.08 1.61 2.35
C 1.70 1.58 2.51
S 1.00 0.19 3.38
O 0.78 0.58 4.75
O 1.96 -0.89 3.20
O -0.25 -0.03 2.62
H -2.03 4.58 1.83
H 0.89 4.29 0.69
H 3.33 4.34 0.38
H 4.75 2.63 1.46
H 3.67 0.83 2.80
S 1.69 -0.02 -0.91
C 1.21 0.35 -2.55
C 2.24 0.73 -3.41
C 2.04 1.07 -4.74
C 3.15 1.44 -5.57
N 4.04 1.74 -6.23
C 0.73 1.02 -5.25
C -0.31 0.64 -4.41
C -0.12 0.30 -3.06
S -1.51 -0.19 -2.16
C 0.45 1.35 -6.61
N 0.21 1.63 -7.71
H 3.25 0.77 -3.01
H -1.31 0.61 -4.81
O -4.06 1.03 -0.26
H -3.29 1.46 0.19
H -3.69 0.89 -1.14
N 2.43 -2.74 0.96
N 1.29 -3.14 1.64
N 1.32 -4.01 2.60
C 0.04 -4.05 2.95
N -0.72 -3.24 2.21
N 0.10 -2.66 1.38
H 2.86 -2.07 1.58
H 2.10 -2.23 0.14
H -0.34 -4.66 3.75
```

Atom charges from the Löwdin analysis, given in e for atoms 1 to 6: atom 1 (Cd): 1.1326, atom 2 (N): -0.0134, atom 3 (N): -0.0875, atom 4 (C): -0.9568, atom 5 (N): 0.0302, atom 6 (S): 0.5528

***

A single C5H5NO molecule at a distorted geometry, computed with the ωB97M-V functional and the def2-TZVPD basis.

Structure (SMILES): N#C[C@H]1C=COC1
Highest occupied orbital energy: -0.338 Ha
Charge: 0
Relative energy (zero: lowest compared OMol25 entry of this formula, charge and spin): 167.5 kJ/mol
HOMO-LUMO gap: 9.99 eV

Structure (XYZ):
```
12
C5H5NO (the ωB97M-V functional and the def2-TZVPD basis)
N 1.01 -1.24 -2.45
C 0.63 -0.48 -1.66
C 0.18 0.50 -0.64
C -1.17 0.17 -0.05
C -1.01 -0.69 0.96
O 0.27 -0.76 1.40
C 0.96 0.37 0.67
H 0.17 1.49 -1.11
H -2.09 0.65 -0.33
H -1.78 -1.35 1.37
H 1.97 0.01 0.66
H 0.86 1.35 1.18
```

Atom charges from the Löwdin analysis, given in e for atoms 1 to 6: atom 1 (N): 0.1508, atom 2 (C): -0.1713, atom 3 (C): -0.2747, atom 4 (C): -0.0611, atom 5 (C): -0.1461, atom 6 (O): -0.0591

***

C4H6BrNO2S as an isolated structure at a distorted geometry, computed with the ωB97M-V functional and the def2-TZVPD basis.

Highest occupied orbital energy: -0.310 Ha
Charge: 0
Relative energy (zero: lowest compared OMol25 entry of this formula, charge and spin): 456.0 kJ/mol
HOMO-LUMO gap: 8.15 eV

Structure (XYZ):
```
15
C4H6BrNO2S (the ωB97M-V functional and the def2-TZVPD basis)
C -2.10 -0.27 -1.40
C -1.57 0.56 -0.55
C 0.78 1.54 0.45
C 1.72 -0.52 1.00
N 0.80 -1.18 0.24
O -0.16 -1.87 0.60
O 0.82 -0.87 -1.03
S 0.04 1.25 -0.98
Br 1.86 -1.14 2.77
H -2.92 -1.02 -1.19
H -1.57 -0.64 -2.28
H -2.19 0.81 0.29
H 1.70 2.16 0.28
H 0.19 1.61 1.30
H 2.60 -0.41 0.49
```

Atom charges from the Löwdin analysis, given in e for atoms 1 to 6: atom 1 (C): -0.0738, atom 2 (C): -0.4173, atom 3 (C): -0.3365, atom 4 (C): -0.6094, atom 5 (N): -0.5128, atom 6 (O): -0.0290